[1]
13
Properties=species:S:1:pos:R:3:lowdin_charge:R:1 method="wB97M-V/def2-TZVPD" total_energy_ha=-273.3880 lumo_energy_ev=0.5 multiplicity=1 gap_ev=10.505
C 0.116 1.227 0.099 -0.16
C -0.159 -0.118 -0.492 -0.70
C 0.768 -0.948 0.245 -0.21
H 1.543 1.108 0.507 0.21
H -0.963 1.094 1.059 0.15
H -0.028 2.252 -0.925 0.17
H 0.243 -0.266 -1.650 0.18
H -1.427 -1.237 0.838 0.15
H -2.132 0.583 -0.182 0.20
H 1.025 -0.607 1.308 0.13
H 0.637 -2.024 -0.095 0.14
N -1.594 -0.751 -0.338 -0.05
F 1.970 -0.315 -0.375 -0.21

[2]
13
Properties=species:S:1:pos:R:3:lowdin_charge:R:1 method="wB97M-V/def2-TZVPD" total_energy_ha=-560.2890 lumo_energy_ev=0.9 smiles=CC(C)PF multiplicity=1 gap_ev=10.523
C 0.636 -0.762 -0.676 -0.20
C -0.123 0.509 -0.405 -0.65
C 0.389 0.976 0.980 -0.13
P -1.899 0.302 -0.355 0.89
F -1.717 -0.605 0.980 -0.41
H 0.456 -1.285 -1.696 0.10
H 1.665 -0.565 -0.686 0.05
H 0.507 -1.650 0.020 0.10
H 0.199 1.168 -1.236 0.11
H 1.384 1.132 1.037 0.03
H 0.492 0.042 1.645 0.11
H -0.142 1.706 1.489 0.05
H -1.847 -0.968 -1.098 -0.03

[3]
15
Properties=species:S:1:pos:R:3:lowdin_charge:R:1 method="wB97M-V/def2-TZVPD" total_charge=+1 total_energy_ha=-601.1978 lumo_energy_ev=-4.6 smiles="CON(C)C(=[NH2+])I" multiplicity=1 gap_ev=9.670
C -0.205 -2.111 -0.429 -0.03
O 0.282 -1.199 0.623 -0.20
N 0.033 0.111 0.361 -0.21
C -1.336 0.590 0.580 0.02
C 1.005 0.836 -0.074 -0.61
N 1.020 2.142 -0.194 0.16
I 2.982 -0.171 -0.318 0.98
H 0.342 -2.988 -0.151 0.08
H 0.411 -1.774 -1.353 0.10
H -1.282 -2.374 -0.712 0.13
H -1.455 1.544 1.093 0.10
H -2.153 0.429 -0.202 0.13
H -1.683 -0.268 1.243 0.13
H 0.172 2.618 -0.024 0.11
H 1.866 2.617 -0.443 0.11

[4]
15
Properties=species:S:1:pos:R:3:lowdin_charge:R:1 method="wB97M-V/def2-TZVPD" total_energy_ha=-580.9864 lumo_energy_ev=0.5 multiplicity=1 gap_ev=9.042
H 1.945 -2.701 -0.403 0.05
N 1.032 -2.250 -0.275 0.06
C 0.983 -0.983 -0.006 -0.72
I 2.722 0.274 0.157 0.84
C -0.295 -0.177 0.212 -0.41
C -1.471 -0.800 -0.717 -0.03
N -0.057 1.263 -0.114 -0.19
N 0.169 2.149 1.087 -0.03
H -0.620 -0.258 1.192 0.10
H -1.375 -0.278 -1.695 0.08
H -2.502 -0.795 -0.393 0.06
H -1.009 -1.802 -0.813 0.05
H -0.957 1.594 -0.502 0.10
H 0.525 3.053 0.702 0.08
H 0.910 1.709 1.568 -0.05

[5]
13
Properties=species:S:1:pos:R:3:lowdin_charge:R:1 method="wB97M-V/def2-TZVPD" total_energy_ha=-228.5621 lumo_energy_ev=1.1 smiles="C/C(N)=C/N" multiplicity=1 gap_ev=7.900
C -1.772 -0.716 -0.519 -0.05
C -0.409 -0.346 -0.040 -0.39
N 0.251 -0.947 1.068 0.03
C 0.357 0.731 -0.553 -0.22
N 1.546 1.311 -0.088 -0.03
H -1.711 -1.679 -0.958 0.07
H -2.329 -0.804 0.305 0.03
H -2.041 0.086 -1.118 0.06
H -0.178 -1.718 1.565 0.07
H 1.289 -1.101 0.850 0.11
H -0.015 1.258 -1.495 0.11
H 1.667 2.342 -0.295 0.10
H 1.680 1.054 0.960 0.10

[6]
13
Properties=species:S:1:pos:R:3:lowdin_charge:R:1 method="wB97M-V/def2-TZVPD" total_energy_ha=-228.5162 lumo_energy_ev=1.1 smiles="C=NN(C)C" multiplicity=1 gap_ev=9.361
C 0.514 -0.739 -1.838 -0.10
N 0.944 -0.192 -0.802 -0.07
N 0.211 -0.135 0.351 -0.28
C -1.268 -0.290 0.203 -0.08
C 0.805 0.824 1.372 -0.08
H -0.458 -1.172 -1.965 0.04
H 1.227 -0.397 -2.692 0.10
H -1.752 0.252 1.044 0.08
H -1.515 -1.348 0.162 0.07
H -1.656 0.035 -0.735 0.05
H 1.385 1.620 0.780 0.08
H -0.015 1.323 2.068 0.09
H 1.578 0.218 2.051 0.10